A structure of composition C3H10BINO2PV in a non-equilibrium geometry. Source: the Open Molecules 2025 dataset; level of theory: ωB97M-V/def2-TZVPD.

2S+1: 1
Highest occupied orbital energy: -11.995 eV
Charge: +1
Orbital gap: 4.08 eV
F_max: 3.515 eV Å⁻¹

Geometry as XYZ:
```
20
Properties=species:S:1:pos:R:3:forces:R:3
N -0.097159 -1.785206 2.673789 0.20 -0.11 -0.51
P -0.128966 -1.113409 1.215301 -0.25 -0.37 0.94
B -1.729928 -0.019664 0.856922 -0.14 0.52 0.16
C -1.889484 1.009664 -0.281180 0.28 -0.61 -0.63
C -0.960104 0.926205 -1.505198 0.00 0.70 -0.12
C 0.517545 1.210574 -1.181565 -0.48 -0.46 0.41
I 1.309725 2.911219 -2.167044 0.12 -0.03 -0.09
H -0.045384 -2.799514 2.608743 -0.07 0.00 0.27
H 1.038366 -0.317323 1.150838 -0.28 0.31 -0.46
H -0.016867 -2.055362 0.175982 0.05 0.30 -0.34
H -2.614433 -0.186754 1.625947 0.11 -0.17 0.12
H -1.878511 2.027921 0.127475 -0.03 -0.02 0.21
H -2.917028 0.867575 -0.637603 -0.13 0.16 0.12
H -1.278425 1.690250 -2.211202 -0.21 -0.11 -0.12
H -1.102094 -0.025601 -2.016627 0.19 -0.10 0.03
H 1.142882 0.346189 -1.391057 0.22 0.14 -0.16
H 0.603648 1.435656 -0.121910 0.18 0.13 0.01
O 3.936577 -0.578713 -0.684859 -1.75 0.76 -0.44
V 3.724886 -1.584034 0.474470 1.88 -2.11 2.10
O 2.384752 -1.959672 1.288780 0.11 1.05 -1.48
```
Positions in Å, forces in eV/Å.